Record 1
# C3H2F2O

C3H2F2O in the gas phase in a non-equilibrium geometry (ωB97M-V with the def2-TZVPD basis set, OMol25).

Last columns: bonded neighbours and bond lengths (Å).
Atoms and positions in Å:
1 C -0.97 0.02 -0.88  C2 1.320, H4 1.129, F7 1.466
2 C -0.20 -0.16 0.18  C1 1.320, C3 1.527, F8 1.441
3 C 1.24 0.26 0.47  C2 1.527, H5 1.175, O6 1.268
4 H -0.84 0.78 -1.70  C1 1.129
5 H 1.43 0.14 1.62  C3 1.175
6 O 2.22 0.40 -0.33  C3 1.268
7 F -2.21 -0.75 -0.78  C1 1.466
8 F -0.70 -0.69 1.42  C2 1.441

- Orbital gap: 10.023 eV
- HOMO level: -0.403 hartree
- SMILES: O=C/C(F)=C/F

Here is what natural (NBO) gives for the atomic charges, in e: atom 1 (C): 0.205, atom 2 (C): 0.201, atom 3 (C): 0.351, atom 4 (H): 0.235, atom 5 (H): 0.154, atom 6 (O): -0.483, atom 7 (F): -0.338, atom 8 (F): -0.326

Record 2
# C3H2F2O

2 unconnected molecules or ions with the total composition C3H2F2O in a non-equilibrium geometry (ωB97M-V with the def2-TZVPD basis set, OMol25).

Last columns: bonded neighbours and bond lengths (Å).
Atoms and positions in Å:
1 C 0.19 0.12 1.61  C2 1.276, H7 1.004, H8 1.017
2 C 0.46 -0.47 0.51  C1 1.276, F5 1.367
3 C -0.45 0.35 -1.71  O4 1.212, F6 1.381
4 O -0.66 1.50 -2.03  C3 1.212
5 F 1.08 -1.61 0.07  C2 1.367
6 F -0.70 -0.75 -2.51  C3 1.381
7 H 0.45 -0.11 2.55  C1 1.004
8 H -0.37 0.96 1.50  C1 1.017

- Orbital gap (alpha / beta): 8.737 / 9.297 eV
- HOMO level (alpha / beta): -0.368 / -0.374 hartree

Here is what natural (NBO) gives for the atomic charges, in e: atom 1 (C): -0.584, atom 2 (C): 0.482, atom 3 (C): 0.808, atom 4 (O): -0.533, atom 5 (F): -0.315, atom 6 (F): -0.340, atom 7 (H): 0.234, atom 8 (H): 0.248

Record 3
# C3H2F2O

2 unconnected molecules or ions with the total composition C3H2F2O in a non-equilibrium geometry (ωB97M-V with the def2-TZVPD basis set, OMol25).

Last columns: bonded neighbours and bond lengths (Å).
Atoms and positions in Å:
1 C 1.06 -0.17 -1.45  C2 1.194, F5 1.283
2 C 0.86 0.99 -1.61  C1 1.194, F6 1.302
3 C -0.95 -0.44 1.63  O4 1.211, H7 1.099, H8 1.075
4 O 0.06 -1.03 1.31  C3 1.211
5 F 1.16 -1.44 -1.59  C1 1.283
6 F 0.92 2.26 -1.88  C2 1.302
7 H -1.54 -0.38 2.55  C3 1.099
8 H -1.57 0.21 1.05  C3 1.075

- Orbital gap: 10.778 eV
- HOMO level: -0.374 hartree
- SMILES: FC#CF.C=O

Here is what natural (NBO) gives for the atomic charges, in e: atom 1 (C): 0.285, atom 2 (C): 0.238, atom 3 (C): 0.294, atom 4 (O): -0.484, atom 5 (F): -0.257, atom 6 (F): -0.267, atom 7 (H): 0.099, atom 8 (H): 0.093

Please write out number 3 again, unchanged.
# C3H2F2O

2 unconnected molecules or ions with the total composition C3H2F2O in a non-equilibrium geometry (ωB97M-V with the def2-TZVPD basis set, OMol25).

Last columns: bonded neighbours and bond lengths (Å).
Atoms and positions in Å:
1 C 1.06 -0.17 -1.45  C2 1.194, F5 1.283
2 C 0.86 0.99 -1.61  C1 1.194, F6 1.302
3 C -0.95 -0.44 1.63  O4 1.211, H7 1.099, H8 1.075
4 O 0.06 -1.03 1.31  C3 1.211
5 F 1.16 -1.44 -1.59  C1 1.283
6 F 0.92 2.26 -1.88  C2 1.302
7 H -1.54 -0.38 2.55  C3 1.099
8 H -1.57 0.21 1.05  C3 1.075

- Orbital gap: 10.778 eV
- HOMO level: -0.374 hartree
- SMILES: FC#CF.C=O

Here is what natural (NBO) gives for the atomic charges, in e: atom 1 (C): 0.285, atom 2 (C): 0.238, atom 3 (C): 0.294, atom 4 (O): -0.484, atom 5 (F): -0.257, atom 6 (F): -0.267, atom 7 (H): 0.099, atom 8 (H): 0.093